(1)
Here is C18H46AlCl3N3O6PS2Si2 as an isolated structure in a non-equilibrium geometry from OMol25. Energies are from ωB97M-V with the def2-TZVPD basis set.

```
82
Properties=species:S:1:pos:R:3:forces:R:3:mulliken_charge:R:1
N 2.300136 -0.238844 -0.991369 0.416 -1.178 0.865 -0.541
C 2.111297 0.057983 0.456241 0.524 0.570 1.086 -0.482
C 0.591546 0.079569 0.969983 -0.129 1.483 0.362 -0.121
O -0.400695 -0.370194 0.026087 0.898 -0.125 0.425 -0.509
C 0.393402 -0.733783 2.382785 -0.390 -0.756 -0.476 -0.637
C 0.668819 -2.313661 2.238288 0.915 -2.641 -3.667 0.216
C 0.838284 -3.093690 0.918976 -0.491 0.530 4.789 -0.228
N 1.019839 -4.491931 1.295982 -1.088 2.904 3.157 0.285
P 1.201486 -5.750310 0.037335 2.063 -1.433 -1.623 0.107
S 3.029722 -5.962094 -0.578311 -1.126 0.277 0.642 -0.225
C 1.011805 -4.652784 2.725874 -0.178 1.095 -2.316 0.013
C 1.216941 -6.098133 3.365276 0.387 0.173 0.890 -0.642
C 1.263547 -6.085425 4.980598 0.504 -0.509 -0.052 -0.810
C 2.331362 -5.021350 5.558557 -0.409 0.427 -0.025 -0.376
Cl 3.689861 -5.833152 6.534560 -1.505 0.824 -0.937 -0.142
N 0.816231 -3.347926 3.298236 0.220 -1.716 -3.372 0.041
H 3.235034 -0.699891 -1.047011 -0.893 0.762 -0.295 0.311
H 1.653871 -0.957138 -1.350571 0.199 0.506 0.374 0.133
H 2.534252 1.123038 0.632239 -0.708 -1.800 -0.154 0.288
H 2.721850 -0.639093 1.148096 -0.881 0.902 -1.007 0.316
H 0.326026 1.178838 1.228570 0.538 -1.802 -0.078 0.415
H -0.381509 0.195833 -0.778139 0.129 -0.352 0.737 0.312
H -0.739700 -0.613690 2.627619 1.346 0.211 -0.669 0.239
H 0.959050 -0.232390 3.242905 -0.443 -0.709 -1.298 0.497
H 0.835858 -2.753206 -0.171837 -0.079 -0.450 1.978 0.206
H 0.670569 -6.961752 0.638550 -0.212 1.281 -0.178 0.159
H 0.360382 -5.321273 -1.064063 -0.092 -0.054 1.362 0.159
H 0.415417 -6.842074 3.003120 0.986 1.454 0.451 0.433
H 2.230039 -6.545843 3.019985 -1.529 1.129 0.243 0.394
H 1.654999 -7.130448 5.286537 -0.878 1.689 -0.494 0.425
H 0.211164 -5.951287 5.445564 1.778 -0.133 -0.803 0.309
H 2.867713 -4.421178 4.735097 -0.787 -1.055 1.232 0.229
H 1.762080 -4.277162 6.240041 1.223 -1.216 -0.842 0.236
H 0.765281 -3.194193 4.314279 0.784 -0.418 -0.708 0.276
O -3.062444 0.035358 -5.791622 0.308 -0.176 0.559 -0.517
Si -2.284152 -0.928335 -4.674158 -0.154 0.255 -0.348 0.547
C -3.146160 -0.807738 -3.005806 0.073 0.099 -0.161 -0.812
C -0.499884 -0.367392 -4.467691 -0.266 -0.033 -0.038 -0.851
C -2.265857 -2.732273 -5.183516 -0.171 0.320 -0.201 -0.997
Si -3.442911 1.655820 -5.978799 -0.133 0.491 -0.136 0.479
C -4.380937 1.981954 -7.567110 0.164 -0.423 0.178 -1.036
C -1.872759 2.688634 -6.009908 -0.101 -0.378 0.082 -0.997
C -4.514805 2.237017 -4.547056 0.196 -0.310 -0.093 -0.960
H -3.051634 0.200348 -2.594030 -0.084 -0.010 0.021 0.173
H -2.706083 -1.510785 -2.292396 -0.014 -0.033 -0.005 0.305
H -4.209392 -1.039237 -3.108119 0.047 0.030 0.073 0.287
H 0.007036 -0.348646 -5.436565 0.028 0.041 0.121 0.303
H 0.042205 -1.055571 -3.811856 0.027 -0.029 -0.028 0.243
H -0.451076 0.630806 -4.029959 0.081 0.065 -0.050 0.251
H -1.750019 -2.864352 -6.138797 -0.070 -0.039 0.068 0.304
H -3.282925 -3.120734 -5.282918 0.083 -0.020 -0.037 0.298
H -1.745058 -3.330531 -4.430239 -0.007 0.046 -0.008 0.235
H -3.790300 1.690287 -8.438849 -0.083 0.008 -0.006 0.297
H -4.608918 3.048344 -7.653315 0.053 -0.073 0.069 0.303
H -5.324754 1.431666 -7.585866 0.034 0.026 -0.074 0.295
H -1.360188 2.643684 -5.045693 0.064 0.072 -0.041 0.279
H -2.105486 3.734486 -6.224083 -0.005 -0.061 0.010 0.391
H -1.189563 2.321430 -6.780362 0.014 0.077 0.038 0.279
H -3.959126 2.202268 -3.607082 -0.070 0.044 0.052 0.233
H -5.400309 1.603604 -4.448703 0.001 0.069 0.040 0.274
H -4.842848 3.266512 -4.709515 0.025 -0.054 -0.008 0.393
O 1.166415 2.885812 3.731299 0.090 0.238 -0.463 -0.579
S 0.848892 4.287144 3.604081 -0.508 0.969 0.488 1.418
O 0.640960 4.907316 2.319987 0.303 -0.813 0.404 -0.644
O 1.938620 5.152677 4.428732 -0.552 -0.558 0.153 -0.314
C 3.321271 4.945115 4.147540 -1.136 4.083 0.137 -0.251
C 3.736014 5.649803 2.879720 -0.708 -1.714 -0.067 -1.057
C -0.545753 4.649996 4.632653 0.134 0.029 0.123 -1.058
H 3.565440 3.808423 4.103697 0.623 -0.553 -0.736 0.359
H 3.881309 5.358419 4.989675 -0.233 -0.516 0.241 0.364
H 3.271261 5.196683 2.000890 0.333 0.470 -0.338 0.490
H 4.827019 5.596505 2.751550 0.263 -1.048 0.194 0.455
H 3.419937 6.706001 2.906112 -1.033 0.381 0.368 0.321
H -0.368867 4.236714 5.625110 0.049 0.063 -0.085 0.342
H -1.424131 4.185441 4.183354 0.131 0.031 -0.107 0.405
H -0.678327 5.730631 4.678660 0.044 -0.090 -0.048 0.356
Cl 4.956490 3.203005 3.575919 1.502 -1.952 -0.144 -0.387
Al -1.208328 -1.871135 4.267513 -1.009 0.293 0.377 0.685
Cl 5.053755 7.487486 2.320188 0.477 0.789 -0.213 -0.201
O -2.062408 4.421904 0.299664 0.210 -0.300 0.286 -0.611
H -1.334807 4.615707 0.907312 -0.025 0.139 -0.163 0.339
H -1.972370 3.478362 0.120272 -0.090 0.186 -0.084 0.285
```
Forces are in eV/Å.

Computed properties:
HOMO energy: -12.46 eV
net charge: +2
LUMO energy: -8.256 eV
electronic energy: -127024.1713 eV



(2)
Here is a 3-piece molecular cluster, C18H46ClN2O7P2S overall from OMol25. Energies are from ωB97M-V with the def2-TZVPD basis set.

```
77
Properties=species:S:1:pos:R:3:forces:R:3:mulliken_charge:R:1
C 5.721469 0.943111 0.268796 0.053 -0.018 -0.025 -1.172
C 5.063123 1.964929 -0.668528 0.116 0.054 -0.003 -0.469
C 3.801310 1.488921 -1.391938 -0.098 -0.170 0.049 -0.022
C 4.141537 0.476777 -2.485124 0.052 -0.011 -0.030 -1.508
P 2.491534 0.712881 -0.245291 0.504 -0.442 -0.177 0.529
C 0.995446 -0.073492 0.884334 -0.330 -0.394 0.175 -0.942
C 0.911545 -1.512892 0.665382 0.073 0.508 0.058 0.392
O 0.257989 -2.140299 -0.104049 -0.069 -0.030 -0.155 -0.517
Cl 2.101311 -2.433647 1.700854 0.163 -0.197 0.204 -0.292
P 1.269646 2.813905 -0.236033 0.005 0.427 0.029 0.451
O 0.525545 3.008181 -1.671857 0.004 -0.034 -0.058 -0.564
O -0.086672 2.789865 0.701583 0.118 -0.100 0.109 -0.438
S 2.314836 4.427395 0.239619 -0.103 -0.054 -0.013 -0.520
H 5.327940 1.012049 1.282322 -0.077 -0.057 -0.017 0.319
H 6.799201 1.112830 0.329969 -0.011 0.013 0.012 0.357
H 5.570705 -0.083957 -0.071537 0.032 0.031 0.005 0.265
H 5.798265 2.252829 -1.432183 -0.058 0.035 -0.004 0.457
H 4.826403 2.873199 -0.112420 0.000 0.005 0.031 0.145
H 3.343579 2.364473 -1.863174 -0.025 -0.027 -0.007 0.430
H 4.545551 0.976806 -3.371216 -0.012 -0.023 0.019 0.414
H 3.262067 -0.095181 -2.795196 -0.001 0.036 -0.029 0.374
H 4.892775 -0.242318 -2.145547 -0.044 0.016 0.015 0.305
H 1.715206 0.281732 -1.394649 -0.063 0.140 0.088 -0.169
H 3.230247 -0.522620 -0.157958 -0.075 -0.008 -0.038 -0.135
H 3.067189 1.251085 0.967219 -0.119 0.037 -0.059 -0.129
H 1.209176 0.145566 1.929071 0.057 0.069 -0.054 0.497
H 0.053912 0.368320 0.561115 0.084 0.057 -0.043 0.376
H 0.319364 3.945104 -1.783376 0.011 0.071 -0.066 0.326
H 0.186805 2.786979 1.631644 -0.128 0.150 0.076 0.218
C 1.240821 -7.206974 -5.831406 0.040 -0.027 -0.018 -0.692
O 0.144146 -7.441074 -4.979157 -0.061 0.031 -0.019 -0.356
C 0.439533 -7.383087 -3.587598 0.094 -0.047 0.049 -0.768
C -0.143542 -6.152628 -2.931658 0.000 0.046 0.055 -0.229
N 0.521404 -4.945216 -3.380406 -0.057 -0.054 -0.191 -0.224
C -0.074195 -3.692718 -2.918857 0.161 -0.026 0.057 -0.582
C -1.510265 -3.390893 -3.315539 -0.078 0.045 0.096 -0.553
O -1.713617 -3.140693 -4.699241 0.064 -0.007 -0.058 -0.430
C -1.859667 -4.285177 -5.505306 -0.050 -0.004 -0.012 -0.505
H 0.927307 -7.476324 -6.839184 0.001 0.012 -0.004 0.236
H 1.562710 -6.159486 -5.833257 -0.002 -0.008 0.034 0.289
H 2.101828 -7.824529 -5.552924 -0.002 -0.011 -0.017 0.337
H 1.523764 -7.411873 -3.435782 -0.014 0.024 0.029 0.410
H 0.003620 -8.272788 -3.124956 0.002 -0.015 -0.030 0.386
H -0.000517 -6.246523 -1.849650 -0.032 0.030 0.006 0.344
H -1.228678 -6.157376 -3.115397 0.008 -0.017 0.000 0.165
H 0.574803 -4.945367 -4.390354 -0.049 0.027 0.017 0.086
H 0.551914 -2.876749 -3.285497 0.009 0.011 0.040 0.361
H -0.012402 -3.657602 -1.827868 -0.002 -0.016 -0.075 0.356
H -1.794628 -2.471180 -2.801195 -0.021 0.000 -0.022 0.366
H -2.203403 -4.176655 -2.985716 0.036 -0.017 -0.001 0.339
H -2.391212 -5.084361 -4.976664 -0.011 0.000 -0.013 0.251
H -0.902511 -4.689202 -5.852722 -0.009 0.004 0.024 0.158
H -2.442910 -3.996742 -6.380802 0.005 -0.006 -0.002 0.289
C -5.937503 3.101975 4.717007 -0.046 -0.011 0.022 -0.703
O -5.408542 4.263526 4.121037 0.043 -0.013 -0.065 -0.346
C -5.012911 5.285457 5.023100 -0.052 0.039 0.091 -0.795
C -3.508899 5.428302 5.092601 0.058 0.014 0.014 -0.186
N -2.895393 4.277853 5.732787 -0.107 -0.111 -0.082 -0.303
C -1.438723 4.244762 5.691319 0.028 0.015 0.117 -0.873
C -0.748582 4.215355 4.333858 0.092 0.103 -0.037 -0.415
O -0.927020 3.007258 3.623793 -0.002 -0.133 0.013 -0.441
C -2.119068 2.903469 2.867051 -0.092 -0.097 -0.215 -0.615
H -6.375390 2.504883 3.919048 0.006 -0.010 0.003 0.241
H -5.175876 2.498865 5.224384 0.007 0.032 0.013 0.292
H -6.718290 3.347743 5.445376 -0.013 -0.009 -0.011 0.339
H -5.420604 5.085749 6.020406 0.035 0.011 0.006 0.407
H -5.438036 6.225470 4.660594 -0.026 -0.020 -0.011 0.386
H -3.280323 6.320768 5.686130 0.036 0.004 -0.020 0.357
H -3.141740 5.612184 4.073469 -0.017 0.004 0.005 0.175
H -3.259976 3.430629 5.316564 0.051 0.021 -0.039 0.118
H -1.113393 3.359873 6.243703 -0.002 0.018 0.020 0.368
H -1.063953 5.116975 6.239705 -0.007 0.006 -0.016 0.415
H 0.325894 4.300979 4.511851 0.000 0.004 -0.041 0.392
H -1.036926 5.064961 3.702192 -0.029 -0.023 0.021 0.331
H -2.410922 3.872120 2.451063 -0.007 0.001 0.019 0.278
H -2.959112 2.490368 3.435816 0.062 0.077 0.124 0.250
H -1.906017 2.233164 2.036452 -0.110 0.018 0.031 0.317
```
Forces are in eV/Å.

Computed properties:
HOMO energy: -4.50 eV
net charge: -1
LUMO energy: 2.472 eV
electronic energy: -78659.4442 eV



(3)
Here is a 5-piece molecular cluster, C18H46IN2O6 overall in a non-equilibrium geometry from OMol25. Energies are from ωB97M-V with the def2-TZVPD basis set.

```
73
Properties=species:S:1:pos:R:3:forces:R:3:mulliken_charge:R:1
I 1.370488 -0.361101 1.950645 0.201 -0.011 0.005 -0.624
C -5.651807 -0.151825 -1.380968 0.104 -0.009 0.423 -0.892
O -4.398246 -0.156645 -0.743430 -0.098 0.102 -1.033 -0.146
C -4.533118 -0.289734 0.626075 -0.281 -0.568 0.578 -0.667
C -3.197614 -0.522834 1.301854 0.729 -0.415 0.466 -0.730
N -2.088713 0.336748 0.898956 -1.113 -0.539 0.571 0.330
C -2.115615 1.635852 1.528660 1.496 0.581 -0.869 -0.828
C -3.156682 2.623119 1.030860 -0.585 0.066 2.260 -0.553
O -3.159907 2.696752 -0.334131 -0.170 -0.016 -0.826 -0.086
C -4.156062 3.528170 -0.816920 -0.368 0.793 -1.121 -0.903
H -6.258209 0.709395 -1.051169 0.038 -0.093 -0.083 0.285
H -6.208959 -1.071614 -1.131083 -0.001 0.115 -0.139 0.340
H -5.496178 -0.094629 -2.454690 0.070 0.001 -0.034 0.237
H -5.140638 -1.195579 0.819108 -0.063 0.153 0.229 0.537
H -5.090739 0.558356 1.046447 0.081 0.096 0.023 0.342
H -2.886872 -1.559547 1.129896 -0.034 0.122 -0.407 0.271
H -3.346173 -0.520638 2.404674 -0.274 0.302 -0.150 0.316
H -1.237659 -0.139890 1.206926 -0.019 0.343 -0.404 -0.191
H -1.166268 2.083632 1.192226 -0.024 -0.026 0.357 0.249
H -2.058645 1.608134 2.628261 -0.408 0.067 0.036 0.384
H -2.955835 3.600879 1.515601 0.431 0.027 -0.314 0.480
H -4.163551 2.436848 1.454177 -0.022 -0.477 -0.423 0.273
H -5.191111 3.279598 -0.532436 0.257 -0.294 0.414 0.288
H -4.146603 3.477177 -1.911833 0.174 -0.104 0.139 0.250
H -3.991164 4.592061 -0.566776 0.039 -0.184 0.221 0.343
C 0.690004 3.077865 -1.949243 -1.054 0.568 0.922 -0.467
O 0.452611 1.728206 -2.159783 -0.116 -0.351 -0.128 -0.170
C 1.656969 1.033106 -2.199527 0.554 -0.850 0.142 -0.276
C 1.442493 -0.406955 -2.634566 -1.314 0.286 -0.130 -0.798
N 0.423334 -1.121496 -1.819080 1.842 0.003 -0.025 0.105
C 0.407675 -2.503457 -2.313935 0.017 0.139 0.741 -0.586
C -0.681551 -3.360044 -1.704352 0.181 -0.364 -0.445 -0.637
O -1.950730 -2.773687 -1.900389 0.636 0.487 -0.508 -0.199
C -2.931320 -3.576372 -1.382171 -0.373 -1.686 0.112 -0.803
H -0.164039 3.475986 -1.389502 -0.170 0.013 -0.279 -0.021
H 0.744663 3.606517 -2.903232 0.521 0.249 0.033 0.319
H 1.521571 3.242009 -1.254935 0.382 0.104 -0.477 0.201
H 2.140297 1.042088 -1.209298 -0.099 0.046 0.031 0.175
H 2.362516 1.510370 -2.899656 -0.020 -0.044 -0.061 0.376
H 2.426728 -0.906091 -2.643116 -0.111 -0.048 -0.129 0.280
H 0.991393 -0.399157 -3.635599 0.518 0.037 -0.150 0.408
H 0.880828 -1.135585 -0.892519 -0.877 -0.108 -0.015 -0.207
H 1.359307 -2.997242 -2.066898 0.058 -0.207 -0.182 0.172
H 0.313307 -2.506201 -3.402473 -0.150 0.135 0.000 0.489
H -0.491103 -3.600362 -0.651363 -0.036 0.430 0.150 0.384
H -0.630547 -4.347399 -2.216718 -0.181 0.231 0.051 0.320
H -3.935771 -3.268800 -1.662456 0.067 0.653 0.234 0.195
H -2.796893 -3.697598 -0.300042 -0.388 0.146 0.127 0.307
H -2.859117 -4.604516 -1.802454 0.102 0.111 0.106 0.381
C 4.576885 4.051194 3.803343 -0.163 0.047 0.169 -1.416
C 3.662701 3.341206 2.833835 -1.312 -0.803 0.327 0.744
C 3.376229 4.083236 1.541597 0.450 1.143 -0.872 -0.814
O 4.098059 1.989119 2.627028 0.412 0.886 -0.259 -0.536
H 4.538635 3.528175 4.760243 0.322 -0.125 -0.086 0.330
H 4.188970 5.052091 4.011579 0.062 0.053 -0.208 0.355
H 5.601943 4.133699 3.440421 0.018 -0.086 0.010 0.347
H 2.688063 3.229874 3.349221 0.158 0.309 -0.103 0.146
H 2.813852 5.024201 1.651911 -0.300 -0.436 0.584 0.375
H 2.820888 3.476774 0.824240 0.069 -0.140 0.138 -0.101
H 4.260737 4.499679 1.027412 0.197 -0.755 0.164 0.343
H 3.361191 1.518527 2.199852 0.072 -0.216 0.174 0.058
C 4.348461 -3.667573 1.388099 -0.087 0.703 -0.756 -1.542
C 3.309722 -3.708873 0.266181 0.003 -0.116 -0.397 1.100
C 3.503490 -4.921466 -0.641774 0.662 -0.561 -0.019 -1.384
O 1.994670 -3.765966 0.799745 0.277 0.077 0.115 -0.546
H 4.277953 -2.703012 1.896530 -0.184 -0.183 0.288 0.401
H 5.350341 -3.674091 0.945480 0.002 -0.361 0.150 0.391
H 4.168053 -4.503046 2.060401 0.217 -0.010 0.121 0.339
H 3.429191 -2.816941 -0.370545 -0.149 0.092 0.280 0.040
H 2.577348 -5.355064 -1.014107 -0.193 0.172 0.188 0.342
H 4.065771 -5.701498 -0.110219 -0.326 -0.052 0.026 0.382
H 4.118478 -4.710838 -1.523017 -0.057 0.299 0.104 0.309
H 1.921623 -3.013279 1.414922 -0.299 0.053 -0.181 0.081
```
Forces are in eV/Å.

Computed properties:
HOMO energy: -4.73 eV
net charge: -1
LUMO energy: 2.816 eV
electronic energy: -42777.4599 eV



Q: electronic energy of number 3 (C18H46IN2O6)?
A: -42777.4599 eV